(1)
Below is an isolated molecule of C5H11NO2 at a distorted geometry, with properties calculated with ωB97M-V with the def2-TZVPD basis set.

The geometry in XYZ format:
```
19
Properties=species:S:1:pos:R:3:lowdin_charge:R:1
C -1.86 -0.51 2.11 -0.100
N -1.80 -0.26 0.89 -0.003
C -0.57 0.71 0.37 -0.105
C 0.19 -0.09 -0.61 -0.546
C -0.11 0.23 -2.06 -0.027
O 0.21 -1.46 -0.36 -0.018
C 1.80 0.43 -0.17 -0.172
O 2.17 -0.09 1.07 -0.059
H -2.64 -1.17 2.50 0.063
H -1.18 -0.08 2.86 0.077
H -0.07 1.10 1.26 0.102
H -1.12 1.53 -0.11 0.110
H 0.56 -0.31 -2.71 0.085
H 0.00 1.30 -2.24 0.085
H -1.14 -0.05 -2.28 0.089
H -0.68 -1.81 -0.49 0.102
H 2.42 0.03 -0.98 0.109
H 1.91 1.51 -0.14 0.118
H 1.93 -1.03 1.07 0.091
```

Output
2S+1: 1
Maximum force in eV/A: 5.0
ΔE to the lowest compared entry with this formula, charge and spin in kcal per mole: 62.09
HOMO in eV: -9.25
Charge: 0
Lowest unoccupied orbital energy in eV: 0.938
Structure (SMILES): C=NC[C@](C)(O)CO

(2)
Below is C11H10BeCl3F5N2O3 as an isolated structure, with properties calculated with ωB97M-V with the def2-TZVPD basis set.

The geometry in XYZ format:
```
35
Properties=species:S:1:pos:R:3:lowdin_charge:R:1
Be -0.99 0.34 -0.34 0.236
N 2.45 -0.06 -0.05 0.015
C 2.32 0.40 -1.44 -0.261
C 2.05 1.90 -1.45 -0.188
C 0.61 2.29 -1.19 -0.184
N 0.03 1.66 0.04 0.051
H 3.37 0.16 0.30 0.082
H 2.33 -1.06 0.02 0.071
H 1.49 -0.14 -1.92 0.114
H 3.21 0.18 -2.04 0.109
H 2.32 2.35 -2.41 0.117
H 2.71 2.36 -0.70 0.116
H -0.03 2.00 -2.02 0.120
H 0.54 3.38 -1.11 0.125
H -0.63 2.33 0.45 0.108
H 0.75 1.41 0.70 0.102
Cl -4.19 1.37 -3.20 0.618
C -4.34 1.87 -1.51 -1.514
Cl -5.34 0.71 -0.62 0.628
Cl -5.07 3.47 -1.43 0.625
C -2.94 1.86 -0.83 -0.726
O -2.59 2.80 -0.15 0.043
O -2.29 0.77 -1.07 -0.043
F 1.30 -4.30 3.83 0.122
C 0.84 -3.51 2.85 -0.147
C 0.68 -4.00 1.57 -0.142
F 1.00 -5.27 1.30 0.127
C 0.20 -3.19 0.56 -0.142
F 0.07 -3.69 -0.67 0.121
C -0.14 -1.85 0.79 -0.233
O -0.58 -1.10 -0.20 -0.011
C 0.03 -1.39 2.09 -0.138
F -0.32 -0.12 2.38 0.097
C 0.50 -2.20 3.11 -0.144
F 0.63 -1.70 4.35 0.126
```

Output
2S+1: 1
Maximum force in eV/A: 0.2
HOMO in eV: -8.92
Charge: 0
Lowest unoccupied orbital energy in eV: 0.240

(3)
Below is a 2-piece molecular cluster, C4H14N3 overall at a distorted geometry, with properties calculated with ωB97M-V with the def2-TZVPD basis set.

The geometry in XYZ format:
```
21
Properties=species:S:1:pos:R:3:lowdin_charge:R:1
C -1.53 0.71 -0.19 -0.153
C -1.99 1.22 -1.36 -0.188
N -2.93 0.65 -2.19 0.065
N -0.45 1.33 0.55 0.075
H -1.97 -0.18 0.25 0.117
H -1.49 2.11 -1.75 0.125
H -2.70 0.74 -3.18 0.109
H -3.13 -0.32 -1.98 0.098
H 0.09 1.97 -0.03 0.141
H 0.26 0.50 1.12 0.082
H -0.87 1.88 1.29 0.145
C 1.40 -1.84 -0.09 -0.075
C 2.14 -0.77 0.72 -0.242
N 1.27 -0.16 1.79 0.014
H 0.69 -1.40 -0.78 0.058
H 2.14 -2.39 -0.67 0.083
H 0.89 -2.58 0.52 0.077
H 3.06 -1.16 1.16 0.116
H 2.40 0.07 0.08 0.111
H 0.89 -0.88 2.40 0.122
H 1.84 0.48 2.33 0.120
```

Output
2S+1: 1
Maximum force in eV/A: 1.9
ΔE to the lowest compared entry with this formula, charge and spin in kcal per mole: 28.80
HOMO in eV: -12.29
Charge: +1
Lowest unoccupied orbital energy in eV: -2.810

(4)
Below is C19H14FeLiO3 as an isolated structure at a distorted geometry, with properties calculated with ωB97M-V with the def2-TZVPD basis set.

The geometry in XYZ format:
```
38
Properties=species:S:1:pos:R:3:lowdin_charge:R:1
C -0.59 -4.76 -0.03 -0.159
Li 0.95 -4.38 -1.70 0.720
C -1.19 -3.55 -0.44 -0.148
C -0.20 -2.55 -0.58 -0.154
C 1.10 -3.08 -0.22 -0.261
C 0.85 -4.57 0.22 -0.228
C 1.89 -5.51 -0.09 -0.117
C 3.13 -5.08 -0.59 -0.128
C 3.35 -3.75 -0.95 -0.129
C 2.34 -2.79 -0.82 -0.127
H -1.07 -5.34 0.77 0.101
H -2.26 -3.34 -0.48 0.100
H -0.41 -1.49 -0.80 0.081
H 1.67 -6.58 0.01 0.121
H 3.97 -5.80 -0.66 0.113
H 4.35 -3.45 -1.32 0.111
H 2.48 -1.77 -1.26 0.112
O -2.79 5.74 -1.22 0.223
C -2.32 4.79 -0.77 -0.042
Fe -1.55 3.31 -0.03 0.108
C -3.09 2.34 -0.20 -0.043
O -4.05 1.71 -0.29 0.223
C -0.89 2.71 -1.66 -0.025
O -0.44 2.33 -2.64 0.223
C -0.61 1.65 1.16 -0.094
C 0.60 2.04 0.58 -0.117
C 1.00 3.32 0.28 -0.121
C 0.27 4.49 0.51 -0.102
C -0.81 4.73 1.37 -0.123
C -1.58 3.79 2.05 -0.073
C -1.53 2.41 1.90 -0.120
H -0.79 0.55 1.16 0.149
H 1.29 1.22 0.27 0.143
H 1.97 3.43 -0.24 0.144
H 0.72 5.40 0.04 0.155
H -1.07 5.80 1.54 0.160
H -2.39 4.20 2.70 0.160
H -2.30 1.83 2.45 0.161
```

Output
2S+1: 1
Maximum force in eV/A: 5.4
HOMO in eV: -8.93
Charge: +1
Lowest unoccupied orbital energy in eV: -4.594